[1]
Computed, not measured: a structure of composition C3H2ClNO, with ωB97M-V with the def2-TZVPD basis set.

Last column: Löwdin charge in e.
CARTESIAN COORDINATES (ANGSTROEM)
1 C 0.99 0.43 -0.02  0.024
2 C 0.47 -0.82 0.04  -0.119
3 C -0.33 1.00 0.19  -0.420
4 N -0.78 -0.49 0.59  -0.470
5 O -0.86 1.97 -0.16  0.165
6 Cl -2.16 -1.05 -0.23  0.627
7 H 1.99 0.73 -0.25  0.107
8 H 0.68 -1.78 -0.15  0.086

Calculated values
Lowest unoccupied orbital energy   0.1 eV


[2]
Computed, not measured: an isolated molecule of C5H6O3, with ωB97M-V with the def2-TZVPD basis set.

Last column: Löwdin charge in e.
CARTESIAN COORDINATES (ANGSTROEM)
1 C -1.21 1.44 -0.06  -0.168
2 C -2.35 0.84 -0.32  -0.013
3 C -0.03 -0.47 0.23  -0.174
4 C 2.39 -0.61 0.03  -0.057
5 C -2.93 -0.30 -0.65  -0.221
6 O 0.00 0.80 -0.09  -0.026
7 O -3.39 -1.22 0.21  0.018
8 O 1.06 -1.10 0.27  -0.071
9 H -1.01 2.55 -0.28  0.139
10 H 2.54 0.26 -0.68  0.098
11 H 2.84 -1.48 -0.59  0.110
12 H 2.91 -0.49 1.04  0.112
13 H -3.19 -0.34 -1.72  0.134
14 H -2.77 -1.29 0.98  0.121

Calculated values
Lowest unoccupied orbital energy   0.8 eV


[3]
Computed, not measured: an isolated molecule of C5H9NO2, with ωB97M-V with the def2-TZVPD basis set.

Last column: Löwdin charge in e.
CARTESIAN COORDINATES (ANGSTROEM)
1 C 0.13 0.73 -0.24  -0.352
2 C 0.42 -0.23 -1.49  -0.128
3 C -0.03 -1.51 0.66  -0.066
4 C -0.72 -0.15 0.51  -0.308
5 C -0.67 1.93 0.39  0.075
6 H 1.11 1.03 1.30  0.037
7 H -0.54 -0.30 -2.25  0.141
8 H 1.13 -0.10 -2.32  0.099
9 H 1.29 -2.00 -0.90  0.109
10 H 0.76 -1.57 1.40  0.103
11 H -0.63 -2.36 0.95  0.095
12 H -1.68 -0.33 0.29  0.115
13 H -1.69 2.16 -0.02  0.131
14 H -0.02 2.83 0.47  0.125
15 N 0.30 -1.62 -0.91  -0.044
16 O 1.45 0.63 0.52  -0.033
17 O -0.60 0.85 1.62  -0.098

Calculated values
Lowest unoccupied orbital energy   0.9 eV
Structure (SMILES)   O[C@@]12CNC[C@H]1OC2


Energy above the lowest of the compared OMol25 structures with the same formula, charge and spin in kcal per mole, matching the order above: 55.6, 123.0, 140.7
HOMO level in eV, matching the order above: -9.37, -8.44, -9.21